# 1
32
Properties=species:S:1:pos:R:3:forces:R:3 method="wB97M-V/def2-TZVPD" charge=0 largest_force_ev_per_a=1.425 lumo_energy_ev=0.586 relative_energy_kcal_mol=0.0 smiles="Cn1c(=O)c2c(ncn2C[C@H](O)CO)n(C)c1=O"
C 0.399 2.642 -2.329 -0.0125 0.3011 -0.1050
N 0.466 1.318 -1.732 -0.0151 0.2275 -0.0619
C 0.562 0.273 -2.645 0.0191 -0.2370 0.0039
O 0.583 0.490 -3.837 0.0052 0.1365 -0.2784
N 0.628 -1.004 -2.133 -0.0256 0.0114 -0.0961
C 0.600 -1.188 -0.787 -0.0822 0.7680 1.1970
N 0.659 -2.359 -0.119 0.0019 -0.3283 -0.6209
C 0.593 -2.020 1.149 0.0029 0.2386 0.0541
N 0.509 -0.693 1.351 0.2039 -0.2028 -0.3416
C 0.504 -0.123 0.098 0.0968 -0.4855 -0.6654
C 0.421 1.235 -0.340 0.0017 -0.2867 0.2285
O 0.315 2.226 0.364 0.0347 0.0970 0.1464
C 0.400 0.007 2.597 -0.3618 0.5750 0.5491
H 1.148 0.808 2.620 -0.0367 -0.1667 0.0524
H 0.594 -0.694 3.413 -0.0091 0.0509 -0.0763
C -0.999 0.634 2.798 -0.0096 -0.3892 -0.5286
O -1.105 1.171 4.095 0.1173 0.0666 0.3165
H -0.512 1.927 4.172 -0.0694 -0.0328 -0.0018
C -2.118 -0.407 2.640 0.1008 0.4127 0.4553
H -1.841 -1.338 3.138 -0.0308 0.0192 0.0620
O -2.368 -0.740 1.299 -0.0912 -0.0437 -0.4632
H -2.710 0.037 0.842 0.0116 -0.0674 0.0472
H -3.015 -0.008 3.130 0.1035 -0.0627 0.0273
H -1.138 1.421 2.041 0.0162 -0.1813 0.0930
H 0.616 -2.731 1.951 -0.0083 -0.0599 0.2991
C 0.721 -2.142 -3.021 0.0248 -0.2033 -0.2457
H 1.687 -2.630 -2.898 -0.0285 -0.0302 -0.0372
H -0.067 -2.853 -2.778 0.0281 -0.0179 -0.0384
H 0.612 -1.779 -4.041 0.0109 -0.0692 0.1222
H -0.479 2.716 -2.970 0.0632 0.0230 0.0111
H 0.342 3.366 -1.519 0.0028 -0.0746 -0.1098
H 1.287 2.818 -2.935 -0.0645 0.0117 0.0050

---

# 2
33
Properties=species:S:1:pos:R:3:forces:R:3 method="wB97M-V/def2-TZVPD" charge=0 largest_force_ev_per_a=2.931 lumo_energy_ev=-1.211 relative_energy_kcal_mol=73.9 smiles="COc1ncc2c(no[n+]2[O-])n1.C=NN1CCCC1"
C -2.171 0.719 2.037 -0.2506 0.3247 0.0760
C -1.908 -0.794 2.087 -0.2289 -0.4996 -0.2357
C -0.406 -0.992 1.932 0.0586 0.4806 -0.0771
N 0.067 0.272 1.316 -0.4224 -0.8625 1.1544
N 1.362 0.588 1.487 1.0802 0.5180 0.6811
C 2.265 -0.236 1.868 -0.6071 -0.2403 -0.0259
C -0.862 1.394 1.643 0.6170 0.0580 -0.2467
H -2.946 0.967 1.307 0.0020 -0.1192 0.2230
H -2.492 1.095 3.016 -0.0371 -0.0988 -0.2813
H -2.260 -1.235 3.027 0.0129 0.0477 -0.2931
H -2.416 -1.300 1.259 -0.0734 0.0980 0.1969
H 0.059 -1.185 2.916 0.1060 0.3025 -0.2810
H -0.132 -1.822 1.270 -0.1535 0.0115 0.1634
H 3.278 0.155 1.994 -0.4192 -0.1540 -0.2184
H 2.091 -1.310 2.066 0.0294 0.5180 -0.0344
H -0.954 2.041 0.760 -0.0078 -0.1548 0.2240
H -0.465 2.023 2.462 0.0385 -0.4154 -0.3129
C -2.933 -0.789 -2.787 -0.3061 0.3141 -0.0168
O -2.489 0.590 -2.727 0.3431 -0.5797 0.1258
C -1.273 0.757 -2.198 0.0336 2.1450 -0.5166
N -0.804 2.013 -2.221 -1.5572 -1.3270 -0.6230
C 0.446 2.122 -1.807 1.9632 1.1917 1.8207
N 1.102 3.283 -1.476 -0.9462 -2.4977 -0.5082
O 2.277 2.871 -0.894 0.1834 -1.8096 -0.4725
N 2.362 1.401 -0.855 -0.0411 1.1739 -0.6714
O 3.392 0.891 -0.477 -0.8423 0.5133 -0.3582
C 1.198 0.953 -1.411 0.8608 1.9808 1.1166
C 0.510 -0.237 -1.154 -0.5347 -0.4578 -2.2806
N -0.707 -0.343 -1.688 1.7070 -0.9048 1.4605
H -3.904 -0.729 -3.276 0.0926 -0.0686 0.0651
H -2.243 -1.404 -3.374 -0.1463 0.1919 0.1354
H -3.025 -1.210 -1.779 -0.0111 0.1053 -0.3035
H 1.060 -1.117 -0.808 -0.5436 0.2151 0.3147

---

| no. | highest occupied orbital energy (Eh) |
| --- | --- |
| 1 | -0.31184 |
| 2 | -0.31615 |